No. 1
Entry from OMol25: 2 unconnected molecules or ions with the total composition C3H5O2 (the ωB97M-V functional and the def2-TZVPD basis).

Values from the calculation:
Charge: -1

```
10
Properties=species:S:1:pos:R:3:mulliken_charge:R:1
C -1.81238 0.41624 0.08607 0.461
C 1.01667 -0.77019 -0.21738 -0.752
C 0.33185 0.55969 0.15131 -0.774
O -2.18553 -0.09739 -0.94030 -0.563
O -2.32640 0.74692 1.11937 -0.568
H 2.20226 -0.50146 -0.33504 0.191
H 0.83559 -1.47973 0.48670 0.308
H 0.78689 -1.06913 -1.29709 0.187
H 0.86713 1.42345 -0.27739 0.298
H 0.28391 0.77161 1.22375 0.211
```

***

No. 2
Entry from OMol25: 2 unconnected molecules or ions with the total composition C3H5O2P (the ωB97M-V functional and the def2-TZVPD basis).

Values from the calculation:
Charge: 0

```
11
Properties=species:S:1:pos:R:3:mulliken_charge:R:1
O -4.13800 0.27188 -0.26753 -0.394
C -3.09017 0.45934 0.20823 0.669
O -2.03735 0.66384 0.59795 -0.303
C 1.02046 -1.36978 -0.40853 -0.551
C 0.74599 -0.26702 0.24920 -0.093
P 0.98128 1.50585 -0.04986 -0.068
H 1.58987 -1.32157 -1.27784 0.247
H 0.81491 -2.37854 -0.03387 0.244
H 0.25302 -0.33811 1.31417 0.183
H 1.79625 1.20274 -1.15032 0.015
H 2.06375 1.57137 0.81839 0.052
```

***

Calculated total energy list, top to bottom, in eV: -7286.6126; -16574.7995
ΔE to the lowest compared entry with this formula, charge and spin list, top to bottom, in eV: 1.914; 0.976
Lowest unoccupied orbital energy list, top to bottom, in Eh: 0.167; 0.021